DFT (ωB97M-V/def2-TZVPD) results for an isolated molecule of C3H7N in a non-equilibrium geometry.

Geometry (Å):
C 0.336 0.005 -1.527
C 0.130 0.451 -0.112
C -0.909 -0.014 0.874
N 0.475 -0.370 1.029
H -0.426 -0.853 -1.857
H 0.123 0.878 -2.264
H 1.387 -0.229 -1.645
H 0.632 1.438 0.131
H -1.748 -0.609 0.451
H -1.214 0.674 1.728
H 0.573 -1.364 0.848

Computed properties:
HOMO energy	-9.40	eV
Kohn-Sham gap	10.63	eV

DFT (ωB97M-V/def2-TZVPD) results for an isolated molecule of C3H7N in a non-equilibrium geometry.

Geometry (Å):
N -1.080 -0.976 -0.024
C -0.221 0.019 0.504
C 0.114 1.033 -0.518
C 1.141 -0.023 -0.086
H -0.817 -1.972 0.218
H -2.020 -0.765 0.238
H -0.258 0.279 1.588
H -0.400 0.968 -1.521
H 0.369 2.029 -0.172
H 1.983 0.290 0.537
H 1.190 -0.882 -0.763

Computed properties:
HOMO energy	-9.17	eV
Kohn-Sham gap	10.49	eV

DFT (ωB97M-V/def2-TZVPD) results for the ion C3H7N2 with charge +1 in a non-equilibrium geometry.

Geometry (Å):
C 1.266 -0.567 -0.055
N 1.262 0.694 -0.040
C -0.022 1.271 0.001
N -1.010 0.206 -0.090
C 0.009 -1.233 0.069
H 2.160 -0.964 -0.192
H -0.041 1.896 1.044
H 0.094 2.104 -0.829
H -1.526 0.126 -0.994
H -1.595 0.000 0.682
H -0.315 -1.946 -0.635
H -0.283 -1.586 1.040

Computed properties:
HOMO energy	-15.45	eV
charge	+1
Kohn-Sham gap	11.45	eV

DFT (ωB97M-V/def2-TZVPD) results for a structure of composition C3H7N2 in a non-equilibrium geometry.

Geometry (Å):
C -0.503 -1.699 -0.470
C -0.503 -0.870 0.874
C 0.139 0.101 -0.173
N -0.007 -0.796 -1.291
N 1.080 1.238 -0.228
H -1.003 -2.554 -0.722
H -1.639 -0.775 1.121
H 0.077 -1.159 1.708
H -1.659 1.814 0.018
H 2.011 0.978 -0.145
H 0.925 2.026 0.428
H 1.083 1.697 -1.121

Computed properties:
HOMO energy (spin up / spin down)	-13.53 / -15.19	eV
charge	+1
Kohn-Sham gap (spin up / spin down)	8.48 / 10.00	eV

DFT (ωB97M-V/def2-TZVPD) results for a cluster of 2 separate species, C3H7N2 in total in a non-equilibrium geometry.

Geometry (Å):
C 1.693 0.266 -0.048
C 0.812 -0.878 0.417
C -0.150 0.173 -0.167
N 0.804 1.130 -0.416
N -1.578 0.642 0.164
H 2.685 0.500 0.085
H 0.851 -1.803 -0.213
H 0.875 -1.141 1.516
H -0.324 -1.428 -2.209
H -1.697 0.641 1.283
H -2.393 0.251 -0.358
H -1.578 1.648 -0.054

Computed properties:
HOMO energy (spin up / spin down)	-13.43 / -14.86	eV
charge	+1
Kohn-Sham gap (spin up / spin down)	8.81 / 9.70	eV

DFT (ωB97M-V/def2-TZVPD) results for a cluster of 3 separate species, C3H7N2 in total in a non-equilibrium geometry.

Geometry (Å):
C -0.314 0.824 0.264
C -1.629 0.296 -0.062
C 0.775 0.208 0.591
N 1.906 -0.415 0.842
N -2.476 0.440 0.891
H -0.439 1.882 0.685
H -1.797 -0.376 -1.005
H 1.664 -0.484 -2.312
H 2.255 -0.808 1.779
H 2.491 -0.535 0.097
H 0.923 -0.946 -2.478
H -3.359 -0.086 0.707

Computed properties:
spin multiplicity	3
HOMO energy (spin up / spin down)	-12.25 / -15.64	eV
charge	+1
Kohn-Sham gap (spin up / spin down)	7.51 / 6.53	eV

DFT (ωB97M-V/def2-TZVPD) results for a cluster of 2 separate species, C3H7N2 in total in a non-equilibrium geometry.

Geometry (Å):
C -2.936 -0.151 -0.051
C -2.185 0.973 0.123
C -1.539 -0.361 0.013
N -0.441 -1.034 -0.038
N 1.803 0.216 -0.003
H -4.031 -0.471 0.073
H -1.892 1.863 0.524
H 1.817 0.299 1.089
H 0.518 -0.413 0.059
H -0.350 -2.028 -0.034
H 2.527 -0.272 -0.367
H 1.793 1.203 -0.462

Computed properties:
spin multiplicity	3
HOMO energy (spin up / spin down)	-10.92 / -15.31	eV
charge	+1
Kohn-Sham gap (spin up / spin down)	7.74 / 6.91	eV

DFT (ωB97M-V/def2-TZVPD) results for a structure of composition C3H7N2O in a non-equilibrium geometry.

Geometry (Å):
C 2.341 -0.341 -0.855
C -0.181 -1.377 0.074
C -1.350 -0.460 0.318
N 1.246 -0.126 -0.313
N -1.128 0.882 0.742
O 0.178 -2.465 0.016
H 3.063 0.316 -1.293
H 2.684 -1.365 -0.636
H -2.041 -1.102 1.102
H -1.761 -0.601 -0.641
H -1.233 0.938 1.716
H -1.743 1.574 0.266
H 0.901 0.801 -0.227

Computed properties:
HOMO energy	-14.94	eV
charge	+1
Kohn-Sham gap	10.37	eV

DFT (ωB97M-V/def2-TZVPD) results for a cluster of 2 separate species, C3H7N2O in total in a non-equilibrium geometry.

Geometry (Å):
C -0.593 1.679 -0.294
C -0.937 1.514 0.998
N -0.263 0.400 1.466
C 0.529 -0.062 0.505
N 0.509 0.837 -0.489
H -0.779 2.466 -1.005
H -1.431 2.199 1.668
H -0.413 -0.086 2.341
H 1.205 -0.888 0.652
H 0.984 0.617 -1.356
H 1.267 -2.764 -1.411
H 0.431 -3.574 -2.424
O 0.391 -3.153 -1.552

Computed properties:
HOMO energy	-14.85	eV
charge	+1
Kohn-Sham gap	11.17	eV

DFT (ωB97M-V/def2-TZVPD) results for a structure of composition C3H7N2O in a non-equilibrium geometry.

Geometry (Å):
C -1.881 -0.956 1.148
C 0.859 -0.322 0.876
C 1.742 0.751 -1.198
N 1.420 0.186 0.000
N -1.060 -0.166 0.637
O -1.197 0.748 -0.305
H -2.869 -1.143 0.816
H -1.311 -1.736 1.653
H 0.976 -1.047 1.663
H 0.822 1.043 -1.830
H 2.417 0.159 -1.695
H 2.105 1.764 -1.022
H -2.024 0.720 -0.743

Computed properties:
HOMO energy	-14.82	eV
charge	+1
Kohn-Sham gap	10.98	eV

Energy relative to the best compared isomer or geometry (same formula, charge and spin): 31.78, 18.80, 43.84, 145.37, 143.94, 65.78, 49.04, 65.73, 15.85, 121.92 (kcal per mole)